Entry 1:
Here is an isolated molecule of C5H10O in a non-equilibrium geometry from OMol25. Energies are from ωB97M-V/def2-TZVPD.

Results
- Electronic energy: -7392.43300 eV
- SMILES: CC[C@H]1CCO1
- LUMO energy: 1.16 eV
- Highest occupied orbital energy: -9.58 eV
- Frontier orbital gap: 10.74 eV

The geometry in XYZ format:
```
16
C5H10O ωB97M-V/def2-TZVPD
C 2.26134 -0.03579 -0.31535
C 1.06555 0.49121 0.47511
C -0.26150 0.38923 -0.26953
C -1.04683 -0.92252 -0.24900
C -2.22760 0.01260 0.28828
O -1.29407 1.06159 0.48637
H 2.14441 -1.09891 -0.55389
H 2.37690 0.50756 -1.26032
H 3.19489 0.07806 0.24740
H 0.98237 -0.01774 1.44462
H 1.20772 1.55744 0.70201
H -0.14756 0.84160 -1.26526
H -0.67912 -1.61403 0.51339
H -1.78690 -1.20050 -0.95874
H -2.76307 -0.39220 1.15182
H -3.02654 0.34240 -0.43693
```

For reference, the Löwdin charges in units of e are: number 1, C, carries -0.1048; number 2, C, carries -0.2113; number 3, C, carries -0.3470; number 4, C, carries -0.0616; number 5, C, carries -0.1952; number 6, O, carries -0.1066; number 7, H, carries 0.0732; number 8, H, carries 0.0729; number 9, H, carries 0.0710; number 10, H, carries 0.1164; number 11, H, carries 0.1182; number 12, H, carries 0.1461; number 13, H, carries 0.1125; number 14, H, carries 0.0853; number 15, H, carries 0.1065; number 16, H, carries 0.1244

Entry 2:
Here is a structure of composition C44H39N10O6S2SbTi from OMol25. Energies are from ωB97M-V/def2-TZVPD.

Results
- Electronic energy: -124760.26039 eV
- LUMO energy: -7.02 eV
- Highest occupied orbital energy: -13.13 eV
- Frontier orbital gap: 6.12 eV
- Charge: +2

The geometry in XYZ format:
```
103
C44H39N10O6S2SbTi ωB97M-V/def2-TZVPD
Ti -0.20081 1.93231 -0.34357
C 3.25334 0.38530 -1.78839
C 2.95925 1.76000 -1.31691
N 1.83556 2.22174 -0.77498
C 2.08564 3.54489 -0.40324
C 3.35417 3.87586 -0.73834
N 3.87254 2.74117 -1.30381
C 4.24481 5.07751 -0.63495
O 3.73046 6.18078 -0.14737
O 5.35525 4.97765 -1.08098
C 1.02602 4.33173 0.25285
O 1.12658 5.49951 0.51215
O -0.05545 3.59041 0.51354
H 2.37824 -0.07242 -2.23814
H 3.56019 -0.23796 -0.94650
H 4.05590 0.39903 -2.52438
H 4.83050 2.69632 -1.63281
H 2.78490 6.07903 0.11414
C -1.61644 0.69703 2.86287
C -0.15764 0.95927 2.77840
N 0.53986 1.30252 1.69693
C 1.85133 1.49848 2.10845
C 1.94096 1.26274 3.43177
N 0.67298 0.91875 3.84504
C 0.33723 0.40463 5.17202
N 0.55058 -1.00876 5.24287
N -0.42214 -1.82282 4.75010
N 0.02815 -3.01177 4.66852
C 1.34712 -3.01567 5.08771
C 2.26722 -4.06586 5.16700
C 3.53123 -3.75372 5.60886
C 3.88009 -2.43414 5.97174
C 2.98169 -1.39305 5.90453
C 1.69948 -1.72125 5.45127
H -2.12057 1.52539 3.36703
H -1.81431 -0.22587 3.40779
H -2.04823 0.59150 1.86965
H 2.64029 1.76819 1.43609
H 2.78246 1.28698 4.10449
H -0.70688 0.60590 5.38097
H 0.95302 0.91394 5.90698
H 1.98241 -5.07476 4.89782
H 4.27914 -4.53107 5.69688
H 4.88473 -2.23940 6.32563
H 3.26072 -0.39140 6.20756
N -3.86616 2.26724 -7.59811
C -3.34201 2.47609 -6.37778
C -2.37758 1.58661 -5.84726
C -1.84495 1.80182 -4.60781
C -2.25474 2.90483 -3.84961
C -3.21290 3.79488 -4.36021
C -3.74477 3.58527 -5.60254
S -1.66550 3.19395 -2.28403
O -2.15236 4.44170 -1.80491
O -0.17900 2.93922 -2.18617
N -1.97662 1.95115 -1.25387
C -3.24808 1.69118 -0.73168
S -4.68546 2.55468 -1.10263
C -5.54481 1.50883 -0.04808
C -4.69880 0.60835 0.50430
N -3.38538 0.71494 0.10861
H -3.56851 1.49832 -8.17100
H -4.53145 2.90703 -7.99405
H -2.05936 0.73394 -6.43470
H -1.10859 1.11312 -4.21917
H -3.51786 4.65533 -3.77896
H -4.47538 4.27866 -6.00031
H -6.60818 1.61688 0.10263
H -4.98111 -0.16644 1.20451
C -0.28905 -2.60783 -5.00696
C 0.10592 -1.30597 -4.73211
C 0.04306 -0.83053 -3.42839
C -0.40305 -1.64952 -2.39544
C -0.80266 -2.95468 -2.67880
C -0.74736 -3.42821 -3.98275
Sb -0.33252 -0.97028 -0.40628
C -1.77733 -2.16670 0.53700
C -1.46200 -2.81564 1.72268
C -2.40922 -3.62000 2.34545
C -3.65778 -3.79114 1.76644
C -3.96396 -3.15815 0.56524
C -3.03004 -2.33717 -0.04792
C 1.46038 -1.88109 0.25979
C 1.86755 -1.81780 1.59145
C 3.02830 -2.45690 2.00654
C 3.79257 -3.16950 1.09185
C 3.38304 -3.25725 -0.23321
C 2.21975 -2.62142 -0.64605
H -0.23836 -2.98660 -6.02019
H 0.46661 -0.66614 -5.52966
H 0.34481 0.19098 -3.22391
H -1.15309 -3.60965 -1.88972
H -1.05634 -4.44325 -4.19826
H -0.48492 -2.72479 2.17914
H -2.15188 -4.10976 3.27615
H -4.39368 -4.42553 2.24467
H -4.93306 -3.30524 0.10499
H -3.28556 -1.84009 -0.97560
H 1.27243 -1.29794 2.33212
H 3.32781 -2.40849 3.04856
H 4.69632 -3.67170 1.41424
H 3.96188 -3.83323 -0.94469
H 1.90949 -2.71501 -1.68084
```

Results of the Löwdin charge analysis, in e, for atoms 1 through 99: number 1, Ti, carries 1.0674; number 2, C, carries 0.0475; number 3, C, carries -0.2784; number 4, N, carries 0.0290; number 5, C, carries -0.1314; number 6, C, carries -0.0294; number 7, N, carries 0.2184; number 8, C, carries -0.4584; number 9, O, carries 0.1850; number 10, O, carries 0.1543; number 11, C, carries -0.4735; number 12, O, carries 0.1701; number 13, O, carries -0.1092; number 14, H, carries 0.0606; number 15, H, carries 0.0942; number 16, H, carries 0.1080; number 17, H, carries 0.1925; number 18, H, carries 0.0962; number 19, C, carries 0.0184; number 20, C, carries -0.3213; number 21, N, carries -0.0207; number 22, C, carries -0.0965; number 23, C, carries -0.0107; number 24, N, carries 0.0142; number 25, C, carries -0.0398; number 26, N, carries -0.0452; number 27, N, carries 0.0736; number 28, N, carries 0.1011; number 29, C, carries -0.2267; number 30, C, carries -0.0008; number 31, C, carries -0.0678; number 32, C, carries -0.0630; number 33, C, carries -0.0128; number 34, C, carries -0.1784; number 35, H, carries 0.1120; number 36, H, carries 0.0753; number 37, H, carries 0.0326; number 38, H, carries 0.1094; number 39, H, carries 0.1355; number 40, H, carries 0.1430; number 41, H, carries 0.1513; number 42, H, carries 0.1249; number 43, H, carries 0.1142; number 44, H, carries 0.1156; number 45, H, carries 0.1110; number 46, N, carries 0.1623; number 47, C, carries -0.2789; number 48, C, carries 0.0026; number 49, C, carries -0.0384; number 50, C, carries -0.3225; number 51, C, carries -0.0441; number 52, C, carries 0.0035; number 53, S, carries 0.6744; number 54, O, carries -0.2307; number 55, O, carries -0.3673; number 56, N, carries -0.2545; number 57, C, carries -0.6943; number 58, S, carries 1.1248; number 59, C, carries -0.3522; number 60, C, carries -0.2131; number 61, N, carries 0.0149; number 62, H, carries 0.1181; number 63, H, carries 0.1205; number 64, H, carries 0.1187; number 65, H, carries 0.0752; number 66, H, carries 0.1251; number 67, H, carries 0.1272; number 68, H, carries 0.0829; number 69, H, carries 0.1189; number 70, C, carries -0.0529; number 71, C, carries -0.0743; number 72, C, carries -0.1766; number 73, C, carries -0.3836; number 74, C, carries -0.1060; number 75, C, carries -0.0497; number 76, Sb, carries 1.5988; number 77, C, carries -0.3774; number 78, C, carries -0.1289; number 79, C, carries -0.0611; number 80, C, carries -0.0535; number 81, C, carries -0.0691; number 82, C, carries -0.1551; number 83, C, carries -0.3594; number 84, C, carries -0.1359; number 85, C, carries -0.0522; number 86, C, carries -0.0493; number 87, C, carries -0.0616; number 88, C, carries -0.1342; number 89, H, carries 0.1163; number 90, H, carries 0.1164; number 91, H, carries 0.0695; number 92, H, carries 0.1083; number 93, H, carries 0.1180; number 94, H, carries 0.0602; number 95, H, carries 0.1029; number 96, H, carries 0.1151; number 97, H, carries 0.1142; number 98, H, carries 0.1021; number 99, H, carries 0.0725

Entry 3:
Here is a cluster of 2 separate species, C5H9B in total in a non-equilibrium geometry from OMol25. Energies are from ωB97M-V/def2-TZVPD.

Results
- Electronic energy: -6002.23557 eV
- SMILES: C/B=C\C.C#C
- LUMO energy: 0.62 eV
- Highest occupied orbital energy: -8.04 eV
- Frontier orbital gap: 8.66 eV

The geometry in XYZ format:
```
15
C5H9B ωB97M-V/def2-TZVPD
B 0.57982 0.15743 -1.43730
C -2.59774 -0.68566 2.37318
C 1.79626 0.24538 0.88340
C -1.85490 0.23294 2.22397
C 1.51029 0.70917 -0.52593
C -0.44878 -0.53131 -2.50130
H 1.19297 0.83095 1.64239
H -3.42077 -1.20950 2.75425
H 1.62628 -0.79978 0.82186
H 2.93001 0.62070 1.16056
H -1.10141 0.86013 1.83818
H 2.22285 1.40205 -0.95690
H -1.32823 -0.68263 -1.90028
H -0.33117 -1.36290 -3.18076
H -0.77549 0.21305 -3.19532
```

For reference, the Löwdin charges in units of e are: number 1, B, carries 0.0027; number 2, C, carries -0.0008; number 3, C, carries -0.1670; number 4, C, carries 0.0038; number 5, C, carries -0.1872; number 6, C, carries -0.0559; number 7, H, carries 0.0555; number 8, H, carries 0.0054; number 9, H, carries 0.0429; number 10, H, carries 0.1238; number 11, H, carries -0.0022; number 12, H, carries 0.0572; number 13, H, carries 0.0408; number 14, H, carries 0.0457; number 15, H, carries 0.0354